No. 1
C18H28N2O6SeSr | ωB97M-V/def2-TZVPD

**2S+1**: 1
**Relative energy (zero: lowest compared OMol25 entry of this formula, charge and spin)**: 0.0 kJ/mol
**Kohn-Sham gap**: 8.0769 eV
**LUMO level**: -6.256 eV
**DFT total energy**: -3695.326104 Eh
**M**: 535.01 g/mol
**Total charge**: +2

```
56
C18H28N2O6SeSr ωB97M-V/def2-TZVPD
Sr 0.09 -0.01 -0.10
C -1.09 2.02 2.37
C -0.88 0.77 3.18
O 0.02 -0.11 2.49
C 0.20 -1.34 3.20
C 0.64 -2.42 2.23
O -0.08 -2.36 0.99
C -1.49 -2.60 1.10
C -2.01 -2.82 -0.29
O -1.63 -1.72 -1.13
C -1.25 -2.14 -2.44
C -1.13 -0.93 -3.32
O -0.23 0.01 -2.72
C -0.20 1.24 -3.45
C 0.39 2.31 -2.56
O -0.18 2.29 -1.24
C -1.59 2.53 -1.18
C -1.92 2.78 0.27
O -1.49 1.65 1.05
H -0.18 2.63 2.32
H -1.87 2.62 2.85
H -1.84 0.25 3.33
H -0.48 1.03 4.16
H -0.75 -1.62 3.67
H 0.94 -1.22 3.99
H 0.48 -3.39 2.70
H 1.70 -2.35 1.96
H -1.98 -1.76 1.60
H -1.66 -3.50 1.70
H -3.10 -2.92 -0.28
H -1.58 -3.74 -0.69
H -2.01 -2.80 -2.86
H -0.31 -2.71 -2.37
H -2.11 -0.46 -3.44
H -0.77 -1.23 -4.31
H -1.22 1.50 -3.76
H 0.41 1.13 -4.35
H 0.26 3.29 -3.01
H 1.46 2.15 -2.40
H -2.14 1.66 -1.58
H -1.86 3.40 -1.78
H -3.00 2.92 0.40
H -1.40 3.68 0.61
Se 3.51 -1.32 -0.63
N 2.63 0.24 -0.25
C 3.52 1.21 -0.33
C 3.25 2.60 -0.11
C 4.26 3.48 -0.23
C 5.61 3.08 -0.57
C 5.91 1.78 -0.79
C 4.87 0.80 -0.68
N 5.06 -0.48 -0.90
H 2.25 2.91 0.15
H 4.08 4.54 -0.06
H 6.36 3.84 -0.65
H 6.91 1.45 -1.06
```



No. 2
C18H28N2OS4SeSm | ωB97M-V/def2-TZVPD

**2S+1**: 6
**Relative energy (zero: lowest compared OMol25 entry of this formula, charge and spin)**: 0.0 kJ/mol
**Kohn-Sham gap (alpha / beta)**: 5.8545 / 7.2821 eV
**LUMO level (alpha / beta)**: -10.803 / -9.376 eV
**DFT total energy**: -5538.677112 Eh
**M**: 646.02 g/mol
**⟨S²⟩**: 8.77
**Total charge**: +3

```
55
C18H28N2OS4SeSm ωB97M-V/def2-TZVPD
Sm 0.31 -0.61 -0.13
C -3.13 -0.26 -2.14
C -2.15 0.78 -2.72
S -0.89 1.50 -1.59
C -1.65 2.46 -0.17
C -2.56 1.73 0.78
S -1.72 0.29 1.70
C -2.79 -1.17 1.69
C -3.33 -1.84 0.33
S -2.33 -1.63 -1.19
H -3.61 -0.70 -3.00
H -3.96 0.17 -1.55
H -2.72 1.63 -3.13
H -1.57 0.32 -3.56
H -2.17 3.30 -0.68
H -0.78 2.85 0.33
H -3.38 1.21 0.26
H -2.98 2.26 1.59
H -3.66 -0.87 2.31
H -2.18 -1.87 2.26
H -4.31 -1.45 0.11
H -3.41 -2.94 0.48
O 0.62 -2.79 -0.62
S 1.40 -3.09 -1.98
C 0.29 -4.22 -2.85
C 0.64 -5.67 -2.47
C 1.81 -5.74 -1.46
C 2.57 -4.42 -1.58
H 0.35 -3.99 -3.92
H -0.72 -3.93 -2.49
H 0.89 -6.08 -3.45
H -0.27 -6.18 -2.12
H 2.44 -6.61 -1.69
H 1.42 -5.86 -0.40
H 3.33 -4.45 -2.40
H 3.07 -4.14 -0.66
C 3.02 2.74 -0.43
N 2.63 2.50 0.91
C 2.36 1.24 1.46
Se 3.06 -0.31 0.71
N 1.90 1.44 2.73
C 1.60 2.80 2.93
C 0.81 3.49 3.88
C 0.74 4.84 3.82
C 1.40 5.52 2.75
C 2.04 4.88 1.72
C 2.11 3.49 1.82
H 3.20 1.75 -0.93
H 3.98 3.33 -0.52
H 2.27 3.27 -1.03
H 1.51 0.68 3.30
H 0.25 2.96 4.63
H 0.23 5.42 4.57
H 1.38 6.61 2.80
H 2.63 5.37 0.96
```



No. 3
C18H28N4O5S | ωB97M-V/def2-TZVPD

**2S+1**: 1
**Relative energy (zero: lowest compared OMol25 entry of this formula, charge and spin)**: 349.2 kJ/mol
**Kohn-Sham gap**: 6.7211 eV
**SMILES string**: CCN(CC)CCNC(=O)[C@@H]1CCCCN1S(=O)(=O)c1cccc([N+](=O)[O-])c1
**LUMO level**: -1.012 eV
**DFT total energy**: -1696.016260 Eh
**M**: 412.51 g/mol
**Total charge**: 0

```
56
C18H28N4O5S ωB97M-V/def2-TZVPD
C -1.48 1.50 -2.45
C -2.79 1.06 -1.79
N -3.19 -0.25 -2.27
C -4.58 -0.40 -2.64
C -5.61 -0.39 -1.50
C -2.54 -1.37 -1.67
C -2.82 -1.60 -0.15
N -1.63 -1.46 0.66
C -1.39 -0.37 1.40
O -2.19 0.54 1.53
C 0.01 -0.38 2.05
C 0.12 0.55 3.26
C 0.10 2.02 2.86
C 1.19 2.29 1.82
C 0.96 1.38 0.62
N 1.01 0.00 1.06
S 1.40 -1.09 -0.12
O 0.84 -0.74 -1.40
O 1.13 -2.41 0.37
C 3.18 -0.86 -0.21
C 3.81 -0.82 -1.44
C 5.19 -0.66 -1.50
C 5.92 -0.54 -0.33
C 5.26 -0.57 0.90
N 6.01 -0.42 2.12
O 5.39 -0.37 3.16
O 7.22 -0.36 2.03
C 3.88 -0.74 0.97
H -1.60 1.51 -3.54
H -0.67 0.82 -2.21
H -1.21 2.50 -2.12
H -2.67 1.08 -0.70
H -3.57 1.78 -2.05
H -4.67 -1.34 -3.19
H -4.82 0.41 -3.33
H -5.53 -1.29 -0.89
H -6.61 -0.35 -1.92
H -5.46 0.48 -0.86
H -1.46 -1.24 -1.80
H -2.83 -2.26 -2.23
H -3.22 -2.60 0.01
H -3.53 -0.86 0.22
H -0.89 -2.14 0.52
H 0.24 -1.40 2.34
H -0.71 0.34 3.93
H 1.06 0.33 3.78
H -0.87 2.26 2.43
H 0.26 2.64 3.74
H 1.16 3.33 1.49
H 2.17 2.08 2.25
H 1.75 1.50 -0.14
H 0.00 1.61 0.15
H 3.21 -0.91 -2.33
H 5.69 -0.63 -2.45
H 6.99 -0.41 -0.34
H 3.38 -0.77 1.92
```



No. 4
C18H28N5O5PS | ωB97M-V/def2-TZVPD

**2S+1**: 1
**Kohn-Sham gap**: 9.0268 eV
**SMILES string**: N[C@@H](c1ccc(-n2cccn2)cc1)P(=O)(O)O.CNC(=O)[C@H](CCSC)NC(C)=O
**LUMO level**: 0.541 eV
**DFT total energy**: -2092.321398 Eh
**M**: 457.49 g/mol
**Total charge**: 0

```
58
C18H28N5O5PS ωB97M-V/def2-TZVPD
N -1.60 -5.70 -2.12
C -1.30 -5.06 -3.45
C -1.51 -3.58 -3.21
C -2.83 -3.14 -3.02
C -3.11 -1.80 -2.74
C -2.07 -0.85 -2.63
N -2.34 0.50 -2.32
C -3.59 1.03 -2.03
C -3.40 2.35 -1.74
C -1.99 2.57 -1.86
N -1.37 1.47 -2.21
C -0.76 -1.29 -2.84
C -0.47 -2.63 -3.11
P 0.33 -5.53 -4.31
O 0.47 -6.99 -4.47
O 1.61 -5.17 -3.45
O 0.46 -4.86 -5.74
H -1.44 -6.71 -2.14
H -1.07 -5.25 -1.36
H -2.06 -5.40 -4.16
H -3.64 -3.85 -3.08
H -4.14 -1.52 -2.60
H -4.55 0.51 -2.03
H -4.15 3.08 -1.46
H -1.49 3.53 -1.70
H 0.06 -0.58 -2.76
H 0.57 -2.91 -3.23
H 1.69 -5.99 -2.94
H 1.22 -5.32 -6.10
C 2.29 1.92 5.86
N 1.86 0.76 5.09
C 1.58 0.71 3.78
O 1.24 -0.36 3.28
C 1.61 1.99 2.92
C 0.20 2.29 2.40
C 0.11 3.65 1.71
S -1.58 4.22 1.38
C -2.13 4.61 3.06
N 2.55 1.86 1.81
C 3.87 1.98 1.95
C 4.71 1.66 0.75
O 4.40 2.34 3.00
H 2.48 1.62 6.90
H 1.52 2.69 5.85
H 3.21 2.32 5.44
H 1.80 -0.13 5.56
H 1.91 2.83 3.54
H -0.49 2.28 3.25
H -0.12 1.51 1.70
H 0.64 3.59 0.76
H 0.61 4.40 2.32
H -2.19 3.70 3.66
H -1.44 5.31 3.52
H -3.12 5.07 3.02
H 2.20 1.52 0.93
H 5.76 1.78 1.01
H 4.53 0.63 0.45
H 4.46 2.33 -0.07
```